Entry 1:
ORCA calculation (ωB97M-V/def2-TZVPD) on the ion CH8NSi with charge +1 in a non-equilibrium geometry.

Its total energy is -10525.9551 eV. The HOMO-LUMO gap is 0.4345 hartree. Its charge is +1.

```
11
Properties=species:S:1:pos:R:3:nbo_charge:R:1
N -0.507 0.549 -1.293 -0.67
C -0.570 0.090 0.204 -0.62
Si 1.002 -0.749 1.147 0.87
H 0.167 1.248 -1.268 0.43
H -0.210 -0.097 -1.988 0.43
H -1.447 0.849 -1.632 0.45
H -0.588 1.203 0.773 0.24
H -1.553 -0.386 0.197 0.24
H 0.656 -2.260 1.203 -0.10
H 1.913 -0.240 0.180 -0.17
H 1.138 -0.207 2.478 -0.11
```


Entry 2:
ORCA calculation (ωB97M-V/def2-TZVPD) on a structure of composition CH8Na7O7 in a non-equilibrium geometry.

Its total energy is -46332.6678 eV. The HOMO-LUMO gap (alpha / beta) is 0.2220 / 0.1638 hartree. The expectation value of S² is 0.76. As for the spin multiplicity: 2. Its charge is +6.

```
23
Properties=species:S:1:pos:R:3:lowdin_spin:R:1
Na -1.137 2.565 1.631 0.00
Na 1.777 3.171 -0.639 0.00
Na 1.085 0.555 3.271 0.00
Na 3.579 0.914 1.274 0.00
Na 0.442 0.408 -3.165 0.00
Na 2.027 3.554 2.633 0.00
Na 3.508 0.632 -2.102 0.00
C 0.581 0.672 0.291 0.00
O 1.101 0.422 -0.836 0.00
O -0.360 0.034 0.702 -0.01
O 1.163 1.544 0.958 0.00
O -2.057 0.464 -1.771 0.07
H -2.520 1.082 -1.206 0.00
H -1.421 0.040 -1.193 0.00
O -0.171 -2.595 1.448 0.24
H -0.017 -1.653 1.385 0.00
H -0.764 -2.790 0.722 0.00
O -0.067 -2.177 -1.973 0.00
H 0.737 -2.667 -2.148 0.00
H 0.195 -1.501 -1.349 0.00
O -2.910 -0.736 0.767 0.68
H -2.053 -0.314 0.830 0.01
H -2.719 -1.626 0.469 0.00
```


Entry 3:
ORCA calculation (ωB97M-V/def2-TZVPD) on a cluster of 3 separate species, CH8O2 in total in a non-equilibrium geometry.

Its total energy is -5260.9708 eV. The HOMO-LUMO gap is 0.4203 hartree. Its charge is 0.

```
11
Properties=species:S:1:pos:R:3:nbo_charge:R:1
C 0.770 0.812 -2.006 -0.88
H 1.024 1.834 -1.682 0.21
H -0.244 1.173 -2.374 0.21
H 0.736 0.178 -1.113 0.22
H 1.227 0.405 -2.920 0.22
O -1.752 -0.624 1.097 -0.94
H -2.078 -1.573 1.275 0.47
H -2.187 -0.239 1.909 0.47
O 1.174 -0.261 0.857 -0.93
H 0.342 -0.505 0.440 0.48
H 1.038 0.679 0.971 0.46
```


Entry 4:
ORCA calculation (ωB97M-V/def2-TZVPD) on a cluster of 2 separate species, CH8O2Si2 in total in a non-equilibrium geometry.

Its total energy is -21013.8323 eV. The HOMO-LUMO gap is 0.3705 hartree. Its charge is 0.

```
13
Properties=species:S:1:pos:R:3:nbo_charge:R:1
C -0.231 1.262 2.964 0.41
O 0.475 1.119 4.030 -0.66
O -1.296 2.058 3.201 -0.72
Si 1.410 -0.909 -1.886 0.39
Si -0.611 -0.491 -0.855 0.39
H 0.135 1.595 4.819 0.47
H -1.816 2.142 2.392 0.51
H 2.528 -0.902 -0.943 -0.13
H 1.448 -2.213 -2.560 -0.13
H 1.729 0.079 -2.924 -0.13
H -1.735 -1.098 -1.579 -0.14
H -0.690 -0.974 0.523 -0.12
H -0.909 0.946 -0.806 -0.14
```


Entry 5:
ORCA calculation (ωB97M-V/def2-TZVPD) on a cluster of 4 separate species, CH8O5 in total in a non-equilibrium geometry.

Its total energy is -11404.3407 eV. The HOMO-LUMO gap is 0.4090 hartree. Its charge is 0.

```
14
Properties=species:S:1:pos:R:3:nbo_charge:R:1
O -0.357 0.401 2.258 -0.61
C 0.586 1.086 2.002 0.66
O 0.552 2.187 1.220 -0.72
H 1.612 0.961 2.381 0.10
H 0.013 1.940 0.447 0.50
O -0.223 1.402 -0.856 -0.94
H 0.328 0.824 -1.405 0.52
H -0.944 1.623 -1.434 0.49
O 0.487 -1.356 -2.049 -1.03
H 1.272 -1.776 -2.366 0.49
H -0.064 -1.734 -1.347 0.52
O -0.824 -2.110 0.195 -0.95
H -1.788 -2.163 0.269 0.48
H -0.651 -1.285 0.685 0.50
```


Entry 6:
ORCA calculation (ωB97M-V/def2-TZVPD) on a cluster of 2 separate species, CH8Si3 in total in a non-equilibrium geometry.

Its total energy is -24795.1055 eV. The HOMO-LUMO gap is 0.3000 hartree. Its charge is 0.

```
12
Properties=species:S:1:pos:R:3:nbo_charge:R:1
C 1.925 -0.244 0.268 -1.09
Si -1.463 -1.075 -0.151 0.16
Si -1.466 1.378 -0.253 0.23
Si 0.475 -0.085 -0.876 0.58
H 2.727 -0.702 -0.152 0.24
H 2.054 0.731 0.741 0.25
H 1.738 -0.982 1.042 0.25
H -1.302 -1.467 1.776 -0.12
H -2.462 -2.107 -0.074 -0.12
H -2.299 2.274 -1.085 -0.12
H -1.198 2.283 0.892 -0.12
H 1.269 -0.005 -2.127 -0.13
```


Entry 7:
ORCA calculation (ωB97M-V/def2-TZVPD) on a cluster of 3 separate species, CH9N2O2 in total in a non-equilibrium geometry.

Its total energy is -8251.0007 eV. The HOMO-LUMO gap is 0.4117 hartree. Its charge is +1.

```
14
Properties=species:S:1:pos:R:3:nbo_charge:R:1
N -0.849 0.957 1.304 -0.72
C 0.307 0.244 1.240 0.39
N 1.328 0.369 0.394 -0.71
H -0.971 1.577 0.568 0.42
H -1.252 1.139 2.223 0.45
H 0.348 -0.599 2.012 0.23
H 2.059 -0.286 0.362 0.44
H 1.034 1.033 -0.509 0.48
H 0.723 -2.959 -0.658 0.49
H -0.193 -2.000 0.176 0.44
O -0.169 -2.488 -0.560 -0.93
H -0.819 1.778 -2.519 0.51
H -0.962 0.147 -2.160 0.53
O -0.583 1.087 -1.871 -1.02
```


Entry 8:
ORCA calculation (ωB97M-V/def2-TZVPD) on a cluster of 3 separate species, CH9N2O2 in total in a non-equilibrium geometry.

Its total energy is -8252.4424 eV. The HOMO-LUMO gap is 0.4435 hartree. Its charge is +1.

```
14
Properties=species:S:1:pos:R:3:nbo_charge:R:1
N 1.407 0.400 -0.150 -0.69
C 1.026 1.071 0.902 0.39
N -0.251 1.284 1.106 -0.72
H 0.812 0.161 -0.932 0.44
H 2.386 0.237 -0.332 0.43
H 1.755 1.600 1.485 0.23
H -0.516 1.716 1.971 0.43
H -0.913 0.831 0.455 0.44
H -2.401 0.633 -1.520 0.51
H -2.544 -0.158 -0.150 0.50
O -1.936 0.219 -0.792 -0.97
H 1.049 -3.010 -0.572 0.48
H -0.323 -2.734 -0.902 0.48
O 0.447 -2.251 -0.569 -0.96
```


Entry 9:
ORCA calculation (ωB97M-V/def2-TZVPD) on a cluster of 2 separate species, CH9N2Si in total in a non-equilibrium geometry.

Its total energy is -12032.7355 eV. The HOMO-LUMO gap is 0.3917 hartree. Its charge is +1.

```
13
Properties=species:S:1:pos:R:3:nbo_charge:R:1
C 2.508 -0.656 0.059 0.02
N -0.861 0.886 0.558 -1.03
N 1.674 0.224 -0.177 -0.71
Si -1.960 -0.553 -0.267 0.96
H 3.423 -0.777 -0.565 0.20
H 2.075 -1.281 0.879 0.19
H -1.122 0.990 1.462 0.41
H 0.103 0.607 0.456 0.45
H -0.894 1.889 0.168 0.44
H 1.768 0.973 -0.891 0.37
H -2.179 -1.387 0.891 -0.14
H -3.342 -0.093 -0.831 -0.07
H -0.714 -0.996 -1.052 -0.11
```


Entry 10:
ORCA calculation (ωB97M-V/def2-TZVPD) on a cluster of 2 separate species, CH9N3O2 in total in a non-equilibrium geometry.

Its total energy is -9744.1673 eV. The HOMO-LUMO gap is 0.3721 hartree. Its charge is 0.

```
15
Properties=species:S:1:pos:R:3:nbo_charge:R:1
N 0.054 -1.680 0.946 -0.84
C 0.802 -1.164 -0.083 0.09
O -0.251 -0.422 -1.144 -0.50
N 0.283 0.630 -1.928 -0.51
H -0.428 -2.532 0.684 0.37
H -0.647 -0.924 1.257 0.42
H 1.378 -0.295 0.249 0.18
H 1.364 -1.892 -0.673 0.19
H 1.013 0.231 -2.518 0.33
H 0.694 1.299 -1.273 0.34
N -0.457 1.662 1.036 -0.57
O -1.441 0.629 0.807 -0.67
H -0.929 2.538 0.810 0.34
H -0.301 1.668 2.042 0.34
H -1.135 0.253 -0.213 0.50
```